{
  "formula": "C55H63BCsF12N13S4",
  "method": "wB97M-V/def2-TZVPD",
  "total_charge": -2,
  "relative_energy_kcal_mol": 52.5,
  "homo_lumo_gap_ev": 3.02,
  "total_energy_ha": -5681.50290,
  "e_lumo_ha": 0.1089,
  "elements": ["Cs", "C", "C", "C", "C", "N", "N", "B", "N", "N", "C", "C", "C", "C", "C", "S", "C", "C", "C", "C", "N", "N", "C", "C", "C", "C", "C", "S", "C", "C", "C", "C", "C", "S", "C", "C", "C", "C", "H", "H", "H", "H", "H", "H", "H", "H", "H", "H", "H", "H", "H", "H", "H", "H", "H", "H", "H", "H", "H", "H", "H", "H", "H", "H", "H", "H", "H", "H", "H", "H", "H", "H", "H", "H", "H", "H", "H", "C", "N", "C", "C", "N", "C", "C", "F", "C", "F", "C", "F", "C", "F", "C", "F", "C", "C", "N", "C", "C", "F", "C", "F", "C", "F", "C", "F", "C", "F", "H", "H", "H", "H", "H", "H", "H", "H", "H", "H", "H", "C", "N", "C", "C", "N", "C", "S", "H", "H", "H", "H", "H", "H", "H", "H", "F", "C", "F", "H", "N", "C", "C", "C", "C", "C", "N", "C", "H", "H", "H", "H"],
  "xyz": [[-0.6819, 1.3201, -0.0457], [-5.3031, 2.0561, 2.0779], [-5.1273, 0.5997, 2.3199], [-5.6928, -0.0503, 3.3740], [-5.3843, -1.4204, 3.5877], [-4.5395, -2.0410, 2.8238], [-3.9910, -1.4395, 1.7773], [-2.8136, -2.1733, 1.1562], [-3.0062, -2.5255, -0.2953], [-4.2362, -2.2563, -0.7166], [-4.6032, -2.5151, -1.9305], [-3.6868, -3.0494, -2.8729], [-2.4146, -3.3207, -2.4707], [-1.3664, -3.8177, -3.4019], [-2.0624, -3.1067, -1.0944], [-0.6018, -3.6214, -0.4855], [-6.0496, -2.2245, -2.2639], [-6.7838, -3.5510, -2.5034], [-6.1296, -1.3616, -3.5244], [-6.6883, -1.4786, -1.0916], [-2.3489, -3.3576, 2.0100], [-2.6965, -4.6204, 2.1194], [-1.9083, -5.4010, 2.8257], [-0.7759, -4.9042, 3.5000], [-0.3813, -3.5756, 3.3336], [0.8541, -2.9862, 3.9217], [-1.2151, -2.8233, 2.5132], [-1.1636, -1.2662, 1.7920], [-2.2368, -6.8834, 2.7897], [-3.3235, -7.1156, 1.7364], [-0.9747, -7.6435, 2.3583], [-2.7017, -7.3653, 4.1702], [-4.2904, -0.1485, 1.4226], [-3.7461, 0.5086, 0.0010], [-5.9482, -2.1965, 4.7624], [-5.6988, -1.4078, 6.0562], [-5.2474, -3.5533, 4.8601], [-7.4546, -2.4062, 4.5586], [-5.9953, 2.4973, 2.7907], [-5.6468, 2.2226, 1.0589], [-4.3374, 2.5530, 2.1710], [-6.3241, 0.4850, 4.0666], [-3.9742, -3.2083, -3.9009], [-1.7993, -4.2333, -4.3084], [-0.7401, -4.5539, -2.9018], [-0.7294, -2.9764, -3.6764], [-6.3413, -4.0916, -3.3375], [-7.8307, -3.3594, -2.7345], [-6.7360, -4.1819, -1.6182], [-5.7324, -1.8879, -4.3881], [-5.5504, -0.4532, -3.3894], [-7.1666, -1.0975, -3.7273], [-6.6267, -2.0726, -0.1832], [-7.7311, -1.2526, -1.3043], [-6.1452, -0.5537, -0.9208], [-0.1647, -5.5562, 4.1057], [1.4528, -3.7431, 4.4253], [0.5836, -2.2000, 4.6280], [1.4417, -2.5212, 3.1297], [-2.9771, -6.7373, 0.7786], [-4.2288, -6.5752, 1.9932], [-3.5492, -8.1752, 1.6347], [-0.5971, -7.2250, 1.4282], [-1.2036, -8.6956, 2.1983], [-0.1902, -7.5746, 3.1067], [-3.6422, -6.8923, 4.4436], [-1.9638, -7.1190, 4.9308], [-2.8442, -8.4455, 4.1679], [-4.6508, -1.1264, 6.1298], [-5.9524, -2.0179, 6.9218], [-6.3009, -0.5028, 6.0927], [-4.1828, -3.4070, 5.0172], [-5.3736, -4.1118, 3.9374], [-5.6494, -4.1284, 5.6927], [-7.9682, -1.4539, 4.4489], [-7.8794, -2.9315, 5.4127], [-7.6360, -2.9951, 3.6623], [4.6682, 3.0288, 0.2403], [3.2711, 2.8738, -0.1218], [2.5155, 2.2121, 0.9375], [2.5565, 2.8345, 2.3389], [1.5755, 2.1548, 3.1378], [1.4088, 2.4566, 4.3888], [0.3846, 1.7665, 5.1253], [-0.3437, 0.8243, 4.4650], [0.1046, 1.9829, 6.4477], [-0.8937, 1.2894, 7.0559], [0.8280, 2.9128, 7.1960], [0.5611, 3.1196, 8.5201], [1.8395, 3.6141, 6.5490], [2.5719, 4.5135, 7.2603], [2.1152, 3.4078, 5.2181], [3.1328, 4.1610, 4.6897], [2.7159, 4.1648, -0.5123], [1.3146, 4.1040, -1.1422], [0.2374, 3.8127, -0.2388], [-0.1730, 4.6741, 0.6532], [-1.2102, 4.2546, 1.5464], [-1.7210, 3.0004, 1.3825], [-1.7773, 5.0308, 2.5188], [-2.7983, 4.5297, 3.2544], [-1.3382, 6.3354, 2.7326], [-1.8940, 7.1238, 3.6928], [-0.3416, 6.8154, 1.8910], [0.0739, 8.0993, 2.0353], [0.2131, 6.0360, 0.9006], [1.1479, 6.6489, 0.1055], [5.2472, 3.2821, -0.6532], [5.0407, 2.0873, 0.6437], [4.8291, 3.8140, 0.9927], [2.8689, 1.1803, 1.0189], [1.4732, 2.1762, 0.6291], [2.3423, 3.9126, 2.2740], [3.5686, 2.7301, 2.7608], [3.3966, 4.5718, -1.2681], [2.6992, 4.8627, 0.3341], [1.3123, 3.3051, -1.8944], [1.1678, 5.0599, -1.6691], [2.9586, 1.8697, -4.2859], [3.6387, 0.6175, -4.1157], [4.8525, 0.5574, -3.3290], [5.0595, -0.9493, -3.0927], [3.8490, -1.5307, -3.6348], [3.0166, -0.5848, -4.1480], [1.5671, -0.8977, -4.8476], [2.7470, 2.3337, -3.3147], [2.0167, 1.6784, -4.7989], [3.5683, 2.5480, -4.8883], [4.7181, 1.1138, -2.3923], [5.6820, 1.0042, -3.8879], [5.1901, -1.1915, -2.0335], [5.9266, -1.3243, -3.6531], [3.4578, -2.3876, -3.2851], [-3.0147, 1.4155, -4.2438], [-2.1534, 0.3318, -4.2484], [-2.9700, -0.7701, -4.4412], [-1.5122, 0.4174, -5.1367], [4.3605, -5.1737, 2.9233], [4.2440, -4.2048, 2.3098], [4.1437, -3.0285, 1.5558], [5.1895, -2.0873, 1.5514], [5.0502, -0.9565, 0.7798], [3.8920, -0.7984, 0.0255], [2.9007, -1.6860, 0.0173], [3.0113, -2.7585, 0.7635], [6.0781, -2.2623, 2.1403], [5.8255, -0.2060, 0.7618], [3.7453, 0.0658, -0.6025], [2.1779, -3.4485, 0.7264]],
  "forces_ev_per_angstrom": [[0.64, -2.51, -1.96], [-0.06, 0.02, -0.01], [-0.37, -0.21, 0.61], [0.33, 0.13, -0.46], [0.20, 0.02, -0.12], [-0.18, -0.60, 0.56], [-0.36, 0.88, 0.03], [-0.29, 0.34, -0.55], [0.51, -0.42, -0.70], [-0.90, -0.18, -0.16], [0.22, -0.05, 0.19], [0.54, -0.02, 0.34], [-0.49, 0.07, -0.28], [0.03, 0.00, -0.06], [-0.31, 0.04, 0.21], [0.77, -0.28, 0.22], [-0.30, 0.04, 0.02], [0.13, 0.16, 0.07], [0.09, -0.02, 0.18], [0.02, -0.10, -0.16], [1.37, -0.66, 1.27], [-0.17, 0.47, -0.23], [-0.20, 0.04, -0.13], [0.32, 1.38, -0.33], [-0.03, -1.35, 0.51], [-0.11, 0.02, 0.01], [-1.01, 0.08, -0.48], [0.14, -0.16, 0.47], [-0.16, -0.20, -0.09], [0.11, 0.00, 0.15], [-0.12, 0.15, 0.03], [0.07, 0.12, -0.22], [0.04, -0.14, -0.39], [-0.02, 0.14, 0.03], [0.01, -0.19, 0.11], [-0.02, -0.09, -0.18], [-0.14, 0.18, 0.01], [0.23, 0.03, 0.01], [-0.09, -0.02, 0.08], [-0.02, 0.09, -0.03], [0.06, 0.07, -0.07], [-0.10, 0.06, 0.07], [-0.03, 0.03, -0.07], [-0.11, 0.02, -0.07], [-0.01, -0.04, -0.11], [0.12, 0.08, -0.04], [0.03, -0.11, -0.11], [-0.12, 0.02, -0.05], [0.00, -0.11, 0.11], [0.07, 0.02, -0.15], [0.11, 0.15, -0.11], [-0.13, 0.01, -0.02], [-0.07, -0.02, 0.13], [-0.16, 0.00, -0.11], [-0.04, 0.14, 0.09], [0.05, -0.11, 0.03], [0.02, 0.02, 0.00], [0.09, 0.09, 0.01], [0.07, 0.09, 0.03], [-0.06, 0.00, -0.16], [-0.15, 0.00, -0.02], [0.03, -0.16, 0.10], [0.09, 0.00, -0.12], [-0.04, -0.10, 0.02], [0.15, -0.04, 0.10], [-0.11, 0.07, 0.05], [0.09, -0.02, 0.15], [-0.01, -0.08, -0.01], [0.11, 0.05, 0.06], [-0.06, -0.05, 0.08], [-0.03, 0.12, 0.04], [0.17, -0.07, 0.01], [0.03, -0.13, -0.06], [-0.10, -0.03, 0.11], [-0.10, 0.12, -0.01], [-0.07, -0.05, 0.10], [-0.04, -0.07, -0.10], [-0.15, 0.05, -0.19], [0.13, -0.16, -0.04], [-0.13, -0.04, 0.31], [0.05, 0.10, -0.02], [-0.17, -0.48, -0.84], [0.11, 0.34, 0.71], [-0.08, -0.17, -0.07], [0.14, 0.24, 0.21], [-0.05, 0.08, 0.26], [0.25, 0.13, -0.14], [0.11, 0.08, 0.04], [0.02, -0.05, -0.24], [-0.22, -0.06, 0.45], [-0.23, -0.26, -0.24], [0.00, -0.09, -0.32], [-0.19, -0.16, 0.10], [-0.14, -0.05, -0.27], [0.15, 0.29, 0.08], [0.32, 0.40, -0.39], [-0.16, 0.75, 0.53], [-0.03, 0.41, 0.13], [-0.71, 1.50, 1.10], [-0.18, 0.13, 0.20], [0.31, 0.19, -0.10], [0.01, 0.10, -0.07], [0.12, -0.18, -0.22], [-0.24, 0.22, 0.37], [-0.09, -0.36, -0.02], [0.03, -0.19, -0.21], [-0.21, -0.16, 0.18], [0.06, 0.04, 0.04], [0.08, -0.06, 0.07], [0.08, -0.01, 0.04], [-0.02, 0.02, 0.11], [0.67, 0.21, 0.22], [0.10, 0.00, -0.07], [0.04, 0.09, -0.10], [0.02, 0.11, 0.02], [0.07, 0.07, -0.02], [0.09, 0.09, -0.08], [0.04, -0.17, -0.10], [-0.19, 0.22, -0.12], [0.31, -0.23, 0.38], [0.15, 0.15, 0.10], [0.32, -0.16, -0.08], [0.24, 0.12, 0.38], [-0.32, -0.22, -0.80], [-0.56, -0.15, 0.01], [0.06, -0.02, -0.07], [0.04, 0.03, 0.04], [-0.01, 0.03, 0.04], [0.07, 0.03, -0.01], [0.00, -0.01, 0.17], [0.08, 0.04, -0.20], [-0.02, 0.10, 0.20], [-0.10, 0.05, -0.10], [-1.04, 0.96, -0.59], [2.57, 0.07, 2.29], [-1.19, -1.18, -0.85], [-0.42, 0.05, -0.68], [-0.09, 0.23, -0.12], [0.13, -1.30, 0.81], [-0.01, 1.55, -0.95], [-0.47, -0.49, 0.05], [-0.05, 0.10, -0.09], [0.01, -0.29, 0.18], [-0.06, 0.56, -0.37], [0.38, -0.56, 0.48], [0.03, -0.01, 0.07], [0.03, 0.08, -0.04], [0.02, 0.27, -0.08], [-0.08, -0.14, 0.06]],
  "mulliken_charge": [1.625, -2.029, -0.075, -0.508, -0.058, -0.864, 0.742, -0.387, 0.471, -0.283, 0.095, -0.578, 0.330, -2.107, 0.804, -0.522, 2.554, -1.940, -1.898, -1.933, 1.112, -1.149, 0.021, -0.476, -0.032, -1.071, 0.029, 0.452, 2.119, -1.864, -1.722, -1.639, 1.270, -0.546, 2.653, -1.886, -2.239, -1.867, 0.461, 0.339, 0.361, 0.374, 0.326, 0.404, 0.418, 0.333, 0.357, 0.478, 0.341, 0.369, 0.325, 0.507, 0.250, 0.547, 0.254, 0.446, 0.417, 0.276, 0.031, 0.354, 0.286, 0.474, 0.343, 0.467, 0.363, 0.301, 0.323, 0.454, 0.414, 0.467, 0.365, 0.318, 0.366, 0.511, 0.354, 0.455, 0.377, -1.279, 0.824, 2.252, -0.452, -0.126, 0.171, -0.111, -0.070, -0.176, -0.328, 0.586, -0.369, -0.102, -0.356, 0.533, -0.385, -0.942, -1.334, -0.371, 0.045, -0.119, 0.173, -0.191, -0.322, 0.492, -0.369, 0.228, -0.361, 0.336, -0.443, 0.315, 0.196, 0.370, -0.235, -3.100, 0.311, 0.469, 0.457, 0.552, 0.299, 0.401, -0.615, 0.079, 0.046, -0.249, -0.137, 0.140, -0.386, -0.052, 0.355, 0.262, -0.303, 0.388, 0.028, 0.303, 0.266, -0.274, -0.260, -0.162, -0.059, -0.627, -0.159, 0.634, -0.610, -0.286, -1.725, -0.009, -0.306, 0.484, 0.512, 1.556, 0.490]
}